[1]
9 unconnected molecules or ions with the total composition C22H47N7O11 at a distorted geometry. Source: the OMol25 dataset; level of theory: wB97M-V/def2-TZVPD.

Bonds (Å) are listed after each position.
Positions of all 87 atoms, in Å:
1 O -0.45028 1.99597 2.66212  C2 1.255
2 C -0.11399 1.18110 1.76903  O1 1.255, C3 1.536, O6 1.354
3 C -0.48950 -0.30633 1.69299  C2 1.536, C4 1.574, H7 1.090, H8 1.090
4 C 0.36770 -0.78896 0.46406  C3 1.574, C5 1.531, H9 1.090, H10 1.090
5 C 0.85880 0.49303 -0.21291  C4 1.531, O6 1.428, H11 1.090, H12 1.090
6 O 0.58869 1.57448 0.68005  C2 1.354, C5 1.428
7 H -0.13929 -0.83697 2.57834  C3 1.090
8 H -1.56314 -0.40041 1.53005  C3 1.090
9 H 1.31235 -1.31947 0.58362  C4 1.090
10 H -0.23957 -1.39564 -0.20769  C4 1.090
11 H 1.94568 0.43528 -0.27188  C5 1.090
12 H 0.42966 0.69811 -1.19366  C5 1.090
13 O -2.94043 -1.90699 3.29348  C14 1.220
14 C -4.08370 -1.65599 3.63765  O13 1.220, C15 1.531, O18 1.300
15 C -4.73273 -0.32380 4.02252  C14 1.531, C16 1.557, H19 1.090, H20 1.090
16 C -5.75265 -0.85886 5.06972  C15 1.557, C17 1.551, H21 1.090, H22 1.090
17 C -6.07109 -2.29660 4.58314  C16 1.551, O18 1.389, H23 1.090, H24 1.090
18 O -4.91788 -2.62350 3.88125  C14 1.300, C17 1.389
19 H -3.94093 0.30122 4.43543  C15 1.090
20 H -5.18029 0.25218 3.21255  C15 1.090
21 H -5.37417 -0.81958 6.09114  C16 1.090
22 H -6.70847 -0.33496 5.07570  C16 1.090
23 H -6.11577 -2.90479 5.48656  C17 1.090
24 H -6.98517 -2.33757 3.99079  C17 1.090
25 C -0.33890 -4.22162 -0.10739  C26 1.510, H29 1.090, H30 1.090, H31 1.090
26 C -0.28349 -5.71693 0.09394  C25 1.510, N27 1.271, O28 1.208
27 N 0.35254 -6.23405 1.06551  C26 1.271, H32 1.010, H33 1.010
28 O -0.72753 -6.48907 -0.72269  C26 1.208
29 H -0.18184 -4.07311 -1.17575  C25 1.090
30 H 0.33543 -3.69468 0.56769  C25 1.090
31 H -1.35142 -3.91700 0.15743  C25 1.090
32 H 0.57597 -7.21667 1.13354  N27 1.010
33 H 0.74552 -5.59006 1.73703  N27 1.010
34 C 3.56279 1.59746 -2.90632  C35 1.482, H38 1.090, H39 1.090, H40 1.090
35 C 3.16890 0.27711 -3.45207  C34 1.482, N36 1.336, O37 1.245
36 N 3.64358 0.05842 -4.68203  C35 1.336, H41 1.010, H42 1.010
37 O 2.32785 -0.43937 -2.87804  C35 1.245
38 H 3.15148 1.78551 -1.91458  C34 1.090
39 H 3.20107 2.42504 -3.51653  C34 1.090
40 H 4.64921 1.68149 -2.87939  C34 1.090
41 H 3.98696 0.91012 -5.10251  N36 1.010
42 H 3.72667 -0.85031 -5.11493  N36 1.010
43 C -0.61237 4.99251 -3.72850  C44 1.567, H47 1.090, H48 1.090, H49 1.090
44 C -0.77383 3.76477 -2.76846  C43 1.567, N45 1.326, O46 1.192
45 N -0.23711 3.70867 -1.55764  C44 1.326, H50 1.010, H51 1.010
46 O -1.57606 2.92533 -3.03746  C44 1.192
47 H 0.22810 5.64235 -3.48473  C43 1.090
48 H -1.51566 5.59839 -3.65731  C43 1.090
49 H -0.50788 4.57431 -4.72965  C43 1.090
50 H -0.21659 2.87022 -0.99492  N45 1.010
51 H 0.55469 4.33045 -1.47670  N45 1.010
52 C -3.33834 -0.33910 -0.87701  C53 1.569, H56 1.090, H57 1.090, H58 1.090
53 C -3.57299 0.99733 -0.08897  C52 1.569, N54 1.322, O55 1.222
54 N -2.87542 2.09440 -0.32989  C53 1.322, H59 1.010, H60 1.010
55 O -4.39338 0.97372 0.81604  C53 1.222
56 H -3.81808 -0.38411 -1.85473  C52 1.090
57 H -3.74025 -1.18440 -0.31842  C52 1.090
58 H -2.27248 -0.51571 -1.02142  C52 1.090
59 H -2.41698 2.23803 -1.21832  N54 1.010
60 H -2.96451 2.79931 0.38793  N54 1.010
61 C 0.61357 0.08043 -6.41668  C62 1.518, H65 1.090, H66 1.090, H67 1.090
62 C -0.29318 0.88531 -5.50324  C61 1.518, N63 1.335, O64 1.193
63 N -0.11076 0.79363 -4.18392  C62 1.335, H68 1.010, H69 1.010
64 O -1.21388 1.52367 -5.91364  C62 1.193
65 H -0.16550 -0.31204 -7.07023  C61 1.090
66 H 1.10651 -0.74697 -5.90626  C61 1.090
67 H 1.38453 0.66744 -6.91582  C61 1.090
68 H -0.72621 1.31904 -3.57954  N63 1.010
69 H 0.56419 0.11268 -3.86634  N63 1.010
70 C 4.23076 2.65462 1.49997  C71 1.525, H74 1.090, H75 1.090, H76 1.090
71 C 5.72967 2.67896 1.21910  C70 1.525, N72 1.332, O73 1.223
72 N 6.30147 3.88130 1.18453  C71 1.332, H77 1.010, H78 1.010
73 O 6.32346 1.66406 0.88260  C71 1.223
74 H 4.04112 2.89509 2.54606  C70 1.090
75 H 3.76152 1.70674 1.23646  C70 1.090
76 H 3.73064 3.45294 0.95163  C70 1.090
77 H 5.79377 4.74148 1.33432  N72 1.010
78 H 7.28071 3.94067 0.94438  N72 1.010
79 C 0.95044 -2.47410 4.64042  C80 1.546, H83 1.090, H84 1.090, H85 1.090
80 C 1.77015 -3.07484 3.47474  C79 1.546, N81 1.333, O82 1.231
81 N 2.82292 -2.38608 3.03445  C80 1.333, H86 1.010, H87 1.010
82 O 1.35040 -4.03478 2.82809  C80 1.231
83 H 1.12614 -1.40919 4.79270  C79 1.090
84 H 1.08504 -2.86769 5.64793  C79 1.090
85 H -0.04980 -2.62993 4.23627  C79 1.090
86 H 3.19488 -2.66015 2.13632  N81 1.010
87 H 3.19799 -1.60201 3.54889  N81 1.010

Output
**Gap between HOMO and LUMO**: 8.629 eV
**Energy relative to the best compared isomer or geometry (same formula, charge and spin)**: 45.69 kcal per mole
**Highest occupied orbital energy**: -0.316 Eh
**Total charge**: 0
**Structure (SMILES)**: O=C1CCCO1.O=C1CCCO1.CC(N)=O.CC(N)=O.CC(N)=O.CC(N)=O.CC(N)=O.CC(N)=O.CC(N)=O
**E**: -2077.53293 a.u.

[2]
C4H11O2P in the gas phase at a distorted geometry. Source: the OMol25 dataset; level of theory: wB97M-V/def2-TZVPD.

Bonds (Å) are listed after each position.
Positions of all 18 atoms, in Å:
1 C -0.73357 0.71140 -1.01452  C2 1.513, H8 1.093, H9 1.047, H10 1.109
2 C -0.21904 -0.64709 -0.59300  C1 1.513, C3 1.530, P4 1.925, H11 1.077
3 C -1.35114 -1.28154 0.21800  C2 1.530, H12 1.061, H13 1.053, H14 1.125
4 P 1.25809 -0.33681 0.60241  C2 1.925, C5 2.208, H15 1.403, H16 1.406
5 C 1.70082 1.81960 0.77137  P4 2.208, O6 1.388, O7 1.243
6 O 0.80521 2.25445 1.73871  C5 1.388, H17 0.944
7 O 2.82691 1.93243 1.28641  C5 1.243, H18 1.009
8 H -0.91461 1.32479 -0.12767  C1 1.093
9 H -0.00834 1.08767 -1.66872  C1 1.047
10 H -1.77583 0.68761 -1.39231  C1 1.109
11 H 0.15110 -1.37298 -1.29773  C2 1.077
12 H -1.65769 -0.69007 1.04363  C3 1.061
13 H -1.12471 -2.24410 0.57928  C3 1.053
14 H -2.35939 -1.36702 -0.27314  C3 1.125
15 H 2.16309 -0.47955 -0.45956  P4 1.403
16 H 1.64279 -1.65631 0.89938  P4 1.406
17 H -0.08329 2.27762 1.42185  O6 0.944
18 H 2.69560 1.88576 2.28623  O7 1.009

Output
**Gap between HOMO and LUMO**: 8.302 eV
**Energy relative to the best compared isomer or geometry (same formula, charge and spin)**: 84.99 kcal per mole
**Highest occupied orbital energy**: -0.282 Eh
**Total charge**: 0
**Structure (SMILES)**: CC(C)[PH2]=C(O)O
**E**: -650.69070 a.u.

[3]
C4H5N3S in the gas phase at a distorted geometry. Source: the OMol25 dataset; level of theory: wB97M-V/def2-TZVPD.

Bonds (Å) are listed after each position.
Positions of all 13 atoms, in Å:
1 C -0.99628 -2.50553 0.21268  N2 1.300, H9 1.113, H10 1.045
2 N -1.33137 -1.46111 -0.48449  C1 1.300, N3 1.397
3 N -1.15111 -0.20139 0.09164  N2 1.397, C4 1.285
4 C -0.13728 0.49468 -0.28063  N3 1.285, C5 1.472, C7 1.482
5 C 0.91444 -0.16534 -1.07204  C4 1.472, N6 1.229
6 N 1.71585 -0.98646 -1.51139  C5 1.229
7 C -0.00524 1.88621 0.21225  C4 1.482, S8 1.842, H11 1.068, H12 1.112
8 S 1.35549 2.03306 1.44455  C7 1.842, H13 1.399
9 H -0.65437 -2.46977 1.27157  C1 1.113
10 H -1.10247 -3.43392 -0.25412  C1 1.045
11 H 0.09465 2.49487 -0.65973  C7 1.068
12 H -1.01669 2.14565 0.59518  C7 1.112
13 H 2.31438 2.16903 0.43454  S8 1.399

Output
**Gap between HOMO and LUMO**: 9.600 eV
**Energy relative to the best compared isomer or geometry (same formula, charge and spin)**: 76.72 kcal per mole
**Highest occupied orbital energy**: -0.361 Eh
**Total charge**: 0
**Structure (SMILES)**: C=N/N=C(\C#N)CS
**E**: -717.77138 a.u.

[4]
2 unconnected molecules or ions with the total composition C5H14 at a distorted geometry. Source: the OMol25 dataset; level of theory: wB97M-V/def2-TZVPD.

Bonds (Å) are listed after each position.
Positions of all 19 atoms, in Å:
1 C 0.36506 1.24026 -1.32744  C2 1.556, H4 1.094, H5 1.081, H6 1.092
2 C 0.94796 0.46211 -0.11322  C1 1.556, C3 1.513, H7 1.118, H8 1.100
3 C 1.79829 1.36844 0.74931  C2 1.513, H9 1.091, H10 1.111, H11 1.096
4 H -0.46512 1.84280 -0.94730  C1 1.094
5 H 0.04162 0.56756 -2.10907  C1 1.081
6 H 1.13832 1.88881 -1.74363  C1 1.092
7 H 0.05847 0.00198 0.38386  C2 1.118
8 H 1.54282 -0.40283 -0.44352  C2 1.100
9 H 1.24436 2.11170 1.32397  C3 1.091
10 H 2.45397 0.72937 1.37849  C3 1.111
11 H 2.45775 1.98900 0.13102  C3 1.096
12 C -1.90240 -0.90313 0.55543  C13 1.517, H14 1.104, H15 1.093, H16 1.082
13 C -1.10591 -2.12014 0.12285  C12 1.517, H17 1.100, H18 1.098, H19 1.097
14 H -2.99822 -1.02051 0.48505  C12 1.104
15 H -1.80847 -0.71204 1.62758  C12 1.093
16 H -1.61402 -0.01798 0.00303  C12 1.082
17 H -0.61355 -2.03939 -0.85739  C13 1.100
18 H -1.74394 -3.01362 0.10160  C13 1.098
19 H -0.27790 -2.31139 0.81642  C13 1.097

Output
**Gap between HOMO and LUMO**: 12.193 eV
**Energy relative to the best compared isomer or geometry (same formula, charge and spin)**: 11.29 kcal per mole
**Highest occupied orbital energy**: -0.406 Eh
**Total charge**: 0
**Structure (SMILES)**: CCC.CC
**E**: -198.87116 a.u.

[5]
C4H7NO in the gas phase. Source: the OMol25 dataset; level of theory: wB97M-V/def2-TZVPD.

Bonds (Å) are listed after each position.
Positions of all 13 atoms, in Å:
1 H 1.27836 -2.70342 1.10090  N2 1.020
2 N 1.46591 -1.70117 1.09059  H1 1.020, C3 1.265
3 C 0.88803 -1.17997 0.09283  N2 1.265, C4 1.512, H8 1.102
4 C 0.93681 0.31399 -0.13447  C3 1.512, C5 1.506, H9 1.092, H10 1.098
5 C -0.47269 0.81205 0.04793  C4 1.506, C6 1.333, O7 1.360
6 C -1.34582 0.84281 -0.95850  C5 1.333, H11 1.082, H12 1.086
7 O -0.80207 1.04718 1.34624  C5 1.360, H13 0.969
8 H 0.26801 -1.75131 -0.61682  C3 1.102
9 H 1.64168 0.74761 0.57772  C4 1.092
10 H 1.26729 0.51173 -1.16242  C4 1.098
11 H -0.97538 0.84003 -1.97533  C6 1.082
12 H -2.41081 0.92599 -0.76230  C6 1.086
13 H -1.73932 1.29449 1.35364  O7 0.969

Output
**Gap between HOMO and LUMO**: 9.955 eV
**Energy relative to the best compared isomer or geometry (same formula, charge and spin)**: 41.24 kcal per mole
**Highest occupied orbital energy**: -0.334 Eh
**Total charge**: 0
**Structure (SMILES)**: [H]/N=C/CC(=C)O
**E**: -286.56593 a.u.

> Among the records above, which one has the highest gap between HOMO and LUMO?

C5H14